# 1
Density functional theory data (wB97M-V/def2-TZVPD) for C36H51N2O6PScSi as an isolated structure.

Properties
Lowest unoccupied orbital energy (alpha / beta) = -0.3946 / -0.3486 hartree
Energy relative to the best compared isomer or geometry (same formula, charge and spin) = 12.9 kcal per mole
Net charge = +3
E_tot = -91272.87602 eV

Positions of all 98 atoms, in Å:
Sc1 0.404732 -0.442897 0.757693
C1 -3.579458 -1.036935 2.862776
C2 -2.158735 -1.043113 2.293294
C3 -1.127597 -1.301509 3.390495
C4 -2.063734 -2.044273 1.131334
C5 -2.629785 -3.435032 1.394932
O1 -1.664103 -4.298031 0.746241
C6 -0.558083 -3.613786 0.510419
N1 -0.648812 -2.341337 0.753214
C7 0.561744 -4.496295 0.049594
C8 0.374725 -5.832191 0.420310
C9 1.239584 -6.850631 0.046961
C10 2.332060 -6.561251 -0.741693
C11 2.556091 -5.242671 -1.107809
C12 1.711317 -4.196847 -0.729288
P1 2.502076 -2.683058 -1.304122
C13 2.519898 -2.581039 -3.069710
C14 1.777722 -3.478667 -3.841003
C15 1.748819 -3.332884 -5.217490
C16 2.446905 -2.294010 -5.818637
C17 3.169351 -1.386237 -5.050664
C18 3.206742 -1.519982 -3.675496
C19 4.106193 -2.557076 -0.562229
C20 4.210750 -2.495693 0.831730
C21 5.453566 -2.521159 1.431180
C22 6.598842 -2.626332 0.645845
C23 6.499605 -2.717035 -0.733728
C24 5.254916 -2.688793 -1.345019
H1 -3.736883 -0.166169 3.496870
H2 -3.768163 -1.922764 3.471703
H3 -4.324606 -1.006183 2.066019
H4 -1.994433 -0.035926 1.886643
H5 -1.128216 -2.339345 3.727669
H6 -1.314289 -0.664538 4.254291
H7 -0.072870 -1.095921 3.110338
H8 -2.550812 -1.600707 0.257088
H9 -3.593905 -3.619837 0.932911
H10 -2.662727 -3.712653 2.448438
H11 -0.482285 -6.094132 1.019242
H12 1.040915 -7.862873 0.371135
H13 3.015345 -7.334878 -1.063815
H14 3.437320 -5.029832 -1.705013
H15 1.242637 -4.297014 -3.375987
H16 1.189000 -4.032767 -5.822204
H17 2.430375 -2.189778 -6.895383
H18 3.708535 -0.579757 -5.528253
H19 3.766199 -0.809178 -3.079508
H20 3.323374 -2.454151 1.454388
H21 5.537918 -2.472452 2.508058
H22 7.571652 -2.651905 1.118298
H23 7.390485 -2.817504 -1.338190
H24 5.189437 -2.778491 -2.420859
O2 2.154457 -0.396102 -0.150788
N2 1.510108 -1.395815 -0.740587
C25 1.687466 5.192138 -0.713690
C26 0.398397 4.454365 -0.986534
C27 -0.839614 5.756040 -0.936518
C28 0.229168 3.853178 -2.363045
O3 0.010356 3.722504 0.057067
Si1 -1.266078 2.568831 0.339907
O4 -0.497570 1.140148 0.308242
O5 -2.289285 2.780930 -0.865144
C29 -3.750010 2.609780 -1.008573
C30 -4.084303 1.205683 -0.533748
C31 -4.457906 3.666174 -0.181868
C32 -4.025479 2.783590 -2.488788
O6 -1.858031 2.894659 1.782169
C33 -1.339628 3.295876 3.088634
C34 -0.057945 2.521120 3.362674
C35 -1.090936 4.792765 3.061647
C36 -2.423632 2.936847 4.087959
H25 1.893186 5.926375 -1.488629
H26 2.491772 4.451418 -0.717641
H27 1.669228 5.676236 0.260851
H28 -0.481094 6.368744 -1.757650
H29 -0.740662 6.204887 0.043974
H30 -1.771343 5.233301 -1.115679
H31 0.490210 4.581066 -3.127644
H32 -0.779632 3.484094 -2.528325
H33 0.931755 3.017127 -2.430630
H34 -3.922301 1.117094 0.545885
H35 -3.471121 0.471280 -1.060000
H36 -5.131527 0.974566 -0.729401
H37 -4.215577 3.577494 0.876097
H38 -5.536048 3.547376 -0.295858
H39 -4.201147 4.669363 -0.525372
H40 -3.500606 2.030900 -3.077661
H41 -3.718875 3.775251 -2.823411
H42 -5.093313 2.683521 -2.682876
H43 0.744578 2.816224 2.682109
H44 -0.250292 1.445913 3.272473
H45 0.285168 2.701958 4.381600
H46 -0.339442 5.048965 2.313248
H47 -0.720993 5.128017 4.030858
H48 -2.014840 5.330060 2.847973
H49 -2.546894 1.853880 4.153324
H50 -3.373383 3.380039 3.791495
H51 -2.165678 3.309658 5.078864

Cartesian forces, eV/Å:
-0.902 -0.196 -0.031
-0.011 -0.029 -0.008
-0.027 0.020 0.041
0.088 -0.025 0.045
-0.028 -0.019 0.060
0.035 -0.003 -0.028
-0.021 -0.007 -0.056
0.011 -0.001 -0.028
0.007 0.143 -0.019
-0.015 0.081 -0.006
-0.002 -0.061 0.018
-0.010 0.029 0.010
-0.015 0.024 -0.012
0.045 -0.042 0.005
0.074 -0.060 0.066
-0.324 0.040 -0.107
-0.107 -0.009 -0.061
0.033 -0.072 0.045
0.032 0.029 -0.038
-0.016 -0.014 -0.001
0.006 -0.005 0.003
-0.021 0.007 0.044
0.072 -0.095 -0.061
-0.049 -0.007 0.039
-0.002 0.011 -0.009
-0.003 -0.005 -0.007
0.019 0.006 0.015
-0.025 0.066 -0.027
0.011 -0.004 0.019
0.001 -0.008 -0.015
0.004 0.023 0.001
0.009 -0.005 -0.040
-0.030 0.007 0.013
-0.018 0.005 -0.004
-0.007 -0.001 -0.047
-0.036 -0.021 0.008
-0.017 0.010 0.034
0.020 0.001 0.007
-0.003 0.010 -0.001
0.002 0.000 0.003
-0.006 -0.007 0.002
-0.004 0.018 0.017
-0.006 0.024 -0.012
-0.003 -0.003 0.005
-0.003 0.000 0.001
0.002 0.000 0.001
0.023 0.004 0.015
-0.015 0.001 -0.005
-0.002 -0.002 0.000
0.001 0.000 -0.002
-0.001 0.000 0.000
-0.024 0.007 -0.015
0.727 -0.117 -0.323
0.459 0.355 0.495
-0.035 0.027 0.011
0.003 -0.064 0.111
0.068 0.037 -0.079
-0.039 0.029 0.003
-0.221 -0.144 -0.044
0.229 0.116 -0.100
0.146 -0.144 -0.052
-0.106 0.146 0.045
0.153 -0.090 -0.010
-0.068 -0.049 0.074
-0.052 0.011 -0.021
-0.049 -0.024 -0.021
-0.082 0.099 0.056
-0.022 -0.085 -0.075
0.029 -0.007 0.075
0.034 0.038 0.037
0.016 -0.020 0.014
-0.002 0.002 0.001
0.009 0.006 0.006
0.022 -0.004 0.001
-0.039 0.029 0.011
0.005 -0.011 0.015
0.000 -0.017 -0.003
0.005 0.006 0.007
0.007 -0.026 -0.007
-0.011 -0.011 -0.004
0.025 0.007 -0.016
0.006 0.008 -0.034
-0.003 0.026 0.005
0.029 -0.016 0.015
0.009 0.018 0.006
0.012 -0.006 -0.004
0.023 0.005 0.011
0.010 -0.005 0.001
0.002 0.002 0.007
-0.011 -0.003 -0.033
-0.007 -0.004 0.003
0.008 0.028 -0.017
-0.002 -0.006 -0.009
-0.018 -0.002 0.001
-0.003 -0.011 -0.015
-0.022 -0.002 -0.024
0.002 0.009 0.005
0.012 -0.006 -0.001

=====

# 2
Density functional theory data (wB97M-V/def2-TZVPD) for C36H51N4OOsP as an isolated structure.

Properties
Lowest unoccupied orbital energy (alpha / beta) = -0.3984 / -0.5619 hartree
Energy relative to the best compared isomer or geometry (same formula, charge and spin) = 3.3 kcal per mole
Net charge = +4
E_tot = -57884.86674 eV
2S+1 = 5

Positions of all 94 atoms, in Å:
Os1 0.434020 -0.474045 -0.105218
C1 0.265100 2.500252 -0.239168
N1 0.784929 1.586743 0.809960
C2 -0.016213 1.578458 2.059186
C3 0.004483 0.213776 2.714890
C4 -0.130109 0.059870 4.080434
C5 -0.134825 -1.215698 4.630575
C6 0.011587 -2.317720 3.795659
C7 0.142316 -2.109360 2.442178
N2 0.120660 -0.869114 1.903587
C8 2.241753 1.794058 1.047073
C9 3.076648 0.560913 0.789770
C10 4.438509 0.550068 1.036465
C11 5.162094 -0.605540 0.791191
C12 4.504743 -1.734562 0.307539
C13 3.150809 -1.666399 0.089301
N3 2.444804 -0.530399 0.317435
C14 0.746070 2.046227 -1.600345
C15 1.049795 2.922308 -2.624869
C16 1.459006 2.421839 -3.854936
C17 1.565748 1.046934 -4.029470
C18 1.254150 0.217931 -2.971840
N4 0.842426 0.706657 -1.783367
H1 0.570065 3.533142 -0.052238
H2 -0.826886 2.472916 -0.205917
H3 -1.045378 1.846565 1.811291
H4 0.347080 2.330700 2.762436
H5 -0.218480 0.934129 4.712467
H6 -0.234025 -1.347573 5.700624
H7 0.038065 -3.324521 4.188968
H8 0.281145 -2.934175 1.751250
H9 2.397921 2.123442 2.076540
H10 2.598483 2.606779 0.410614
H11 4.923080 1.437442 1.423437
H12 6.227645 -0.630932 0.981411
H13 5.035466 -2.655724 0.111368
H14 2.588486 -2.519123 -0.270615
H15 0.983519 3.989552 -2.455839
H16 1.709042 3.098548 -4.662442
H17 1.910955 0.621183 -4.961819
H18 1.357838 -0.859187 -3.041627
O1 -1.435144 -0.821688 -0.838691
P1 -2.453245 -1.381321 -1.848886
C19 -2.824550 0.186587 -3.074648
C20 -3.501686 1.367755 -2.434417
C21 -5.002648 1.509728 -2.680126
C22 -5.392617 1.229718 -4.126299
C23 -4.896292 -0.141103 -4.564893
C24 -3.389737 -0.262587 -4.406371
C25 -4.062142 -1.748289 -0.957154
C26 -3.787487 -3.154855 -0.371547
C27 -2.890336 -3.149049 0.856232
C28 -3.309073 -2.097230 1.902252
C29 -4.584944 -1.374106 1.502595
C30 -4.452012 -0.724028 0.119371
C31 -1.731656 -2.637450 -2.926625
C32 -0.548471 -3.445009 -2.333132
C33 -0.908227 -4.833206 -1.812362
C34 -1.623889 -5.634237 -2.892496
C35 -2.932502 -4.966194 -3.284503
C36 -2.762866 -3.506318 -3.727825
H19 -1.731843 0.334715 -3.128068
H20 -2.978069 2.223035 -2.898469
H21 -3.236952 1.474119 -1.376112
H22 -5.297227 2.518289 -2.388493
H23 -5.557390 0.837109 -2.026226
H24 -4.995156 1.999988 -4.793541
H25 -6.477193 1.274010 -4.215207
H26 -5.138911 -0.320154 -5.613513
H27 -5.403716 -0.938409 -4.008522
H28 -2.896212 0.470705 -5.075141
H29 -3.003360 -1.219754 -4.750817
H30 -4.780700 -1.797862 -1.779507
H31 -3.449431 -3.865167 -1.122585
H32 -4.807628 -3.483474 -0.123340
H33 -1.855408 -2.977940 0.526164
H34 -2.892460 -4.155254 1.277952
H35 -2.514251 -1.354372 2.034026
H36 -3.449997 -2.572232 2.872604
H37 -4.819069 -0.591428 2.223464
H38 -5.441563 -2.052477 1.506525
H39 -3.718334 0.084601 0.202420
H40 -5.390669 -0.255783 -0.166636
H41 -1.279968 -1.951281 -3.660776
H42 -0.028554 -2.859630 -1.559878
H43 0.167404 -3.569572 -3.150515
H44 -1.520962 -4.769629 -0.906253
H45 0.015591 -5.334570 -1.520020
H46 -1.825202 -6.645174 -2.540348
H47 -0.970315 -5.730637 -3.764790
H48 -3.656351 -5.058134 -2.473212
H49 -3.382236 -5.491604 -4.127878
H50 -3.743708 -3.023908 -3.758305
H51 -2.404043 -3.501159 -4.759464

Cartesian forces, eV/Å:
-0.685 0.298 -0.353
0.101 0.053 0.004
-0.057 0.314 -0.002
0.029 -0.040 0.073
-0.065 -0.118 -0.053
0.023 0.055 -0.031
-0.005 -0.040 -0.023
-0.050 -0.008 0.024
0.098 0.083 0.013
0.270 -0.466 0.245
0.030 -0.028 0.057
-0.181 -0.044 -0.054
-0.045 -0.064 0.006
0.021 0.036 0.003
-0.028 0.006 0.004
-0.056 0.104 0.033
0.473 -0.011 0.085
-0.074 -0.126 -0.030
-0.011 0.031 0.112
0.008 -0.045 -0.028
-0.039 -0.028 -0.033
0.139 0.179 0.064
0.392 -0.276 -0.268
-0.024 -0.012 -0.007
0.008 -0.022 -0.021
-0.023 -0.042 -0.011
-0.033 0.018 -0.021
0.001 -0.002 0.009
0.009 0.008 0.004
-0.007 0.000 0.012
-0.014 0.069 0.069
0.002 -0.015 -0.007
-0.010 -0.026 -0.018
0.000 0.004 0.003
-0.002 -0.005 -0.007
0.002 -0.001 0.006
0.017 -0.022 -0.013
-0.005 0.004 -0.013
0.016 0.002 0.005
-0.021 0.016 -0.016
0.002 0.031 -0.008
-0.188 0.060 0.011
-0.233 0.100 0.620
-0.013 0.095 -0.383
0.060 -0.037 0.069
0.091 0.096 0.021
-0.098 -0.074 0.058
0.045 -0.021 -0.150
0.041 0.049 0.219
0.345 0.076 -0.273
-0.123 -0.002 0.029
0.058 0.027 -0.150
-0.027 -0.035 0.067
-0.066 0.077 -0.035
-0.036 0.074 -0.026
0.037 -0.111 -0.212
0.028 0.029 0.079
0.018 0.023 0.061
-0.001 -0.020 0.038
-0.019 -0.003 -0.128
0.032 0.115 0.019
0.024 -0.052 0.057
-0.042 0.033 -0.068
-0.026 -0.080 0.018
-0.015 -0.013 0.006
-0.029 -0.114 0.081
0.025 -0.007 0.036
0.011 0.034 -0.047
-0.020 -0.013 0.016
0.001 0.026 0.057
-0.041 0.031 -0.095
0.020 -0.010 0.005
-0.086 -0.082 0.106
0.024 0.091 0.080
0.024 -0.054 0.067
-0.027 -0.022 0.074
-0.040 -0.012 0.007
-0.035 -0.010 -0.025
0.012 0.009 0.012
-0.022 -0.004 0.006
0.037 -0.017 0.003
0.070 -0.034 -0.046
-0.037 0.034 -0.015
0.000 -0.013 0.028
-0.011 0.014 -0.018
-0.010 0.001 0.002
0.021 -0.026 -0.075
0.009 -0.008 -0.004
0.025 -0.007 -0.017
-0.012 -0.003 0.005
0.014 -0.033 -0.044
-0.023 -0.018 0.030
-0.008 0.015 0.001
0.009 -0.039 0.011